Molecular formula: C6H15CaNO6S
Method: DFT, ωB97M-V/def2-TZVPD

```
! RIJCOSX wB97M-V def2-TZVPD def2/J DEFGRID3
* xyz 0 1
Ca 18.075 14.245 -27.960
S 15.407 15.025 -28.673
O 16.060 13.761 -28.522
O 16.505 15.957 -28.424
O 14.992 15.231 -30.087
O 14.320 15.233 -27.697
C 18.067 9.274 -29.985
O 18.352 9.599 -28.675
C 17.355 10.438 -28.132
C 17.757 11.071 -26.784
N 18.674 12.237 -26.846
C 19.889 11.921 -27.565
C 20.954 13.040 -27.333
O 20.404 14.299 -27.594
C 21.365 15.322 -27.449
H 18.852 8.615 -30.356
H 18.033 10.100 -30.696
H 17.155 8.680 -30.052
H 16.422 9.885 -28.024
H 17.137 11.301 -28.761
H 18.156 10.313 -26.110
H 16.895 11.364 -26.185
H 18.977 12.282 -25.884
H 19.764 11.674 -28.619
H 20.315 10.990 -27.189
H 21.836 12.825 -27.936
H 21.276 12.962 -26.294
H 21.633 15.462 -26.401
H 20.983 16.308 -27.713
H 22.264 15.076 -28.014
*
```

Values from the calculation:
HOMO: -7.15 eV
strongest force on any atom: 8.20 eV/A
gap between HOMO and LUMO: 0.23587 Eh

---

Molecular formula: C6H15ClLi2NO4P
Method: DFT, ωB97M-V/def2-TZVPD

```
! RIJCOSX wB97M-V def2-TZVPD def2/J DEFGRID3
* xyz -2 1
Li 21.864 -4.495 18.069
Li 21.001 -6.283 18.690
P 20.271 -4.691 18.871
O 20.450 -5.721 19.945
O 21.188 -3.351 19.040
O 18.964 -3.879 19.022
O 20.750 -5.360 17.581
Cl 22.686 -5.810 19.004
C 18.454 -6.596 17.665
C 19.636 -7.519 17.491
N 20.520 -7.582 18.656
C 19.905 -7.769 20.003
C 19.275 -9.123 20.137
C 21.651 -8.504 18.510
C 22.557 -8.155 17.295
H 18.553 -5.589 18.071
H 17.673 -6.943 18.342
H 18.122 -6.302 16.669
H 19.329 -8.505 17.141
H 20.080 -7.101 16.588
H 20.745 -7.602 20.678
H 19.176 -6.986 20.211
H 19.255 -9.643 19.179
H 19.941 -9.767 20.710
H 18.233 -9.038 20.445
H 21.506 -9.571 18.340
H 22.124 -8.466 19.492
H 22.742 -7.082 17.245
H 22.165 -8.359 16.299
H 23.586 -8.488 17.433
*
```

Values from the calculation:
HOMO: 0.93 eV
strongest force on any atom: 15.92 eV/A
gap between HOMO and LUMO: 0.14326 Eh

---

Molecular formula: C6H15F6Li2N3O16PS6
Method: DFT, ωB97M-V/def2-TZVPD

```
! RIJCOSX wB97M-V def2-TZVPD def2/J DEFGRID3
* xyz -1 1
Li 2.315 3.324 -0.754
Li 1.954 3.623 -4.824
N 3.235 4.004 2.680
S 2.261 4.692 3.964
O 2.959 5.423 5.015
O 0.979 4.030 4.168
F 1.778 5.921 3.112
S 4.250 3.300 3.569
O 3.893 2.481 4.763
O 5.514 4.003 3.483
F 4.603 2.171 2.615
N -0.981 2.900 -2.625
S -2.077 1.541 -3.039
O -2.684 1.561 -4.366
O -3.017 0.994 -2.093
F -0.911 0.404 -3.198
S -2.229 3.785 -2.301
O -3.029 3.594 -1.076
O -2.850 4.423 -3.468
F -1.384 4.985 -1.670
N 5.389 4.161 -2.811
S 6.658 3.230 -3.204
O 7.759 3.006 -2.247
O 7.098 3.359 -4.585
F 6.004 1.737 -3.156
S 6.202 5.493 -2.599
O 6.792 6.203 -3.694
O 6.967 5.488 -1.317
F 4.844 6.491 -2.173
C 0.575 -4.018 1.832
C -0.320 -3.164 0.941
O -1.711 -3.210 1.422
P -2.582 -4.526 1.173
O -2.162 -5.736 1.950
O -4.196 -4.066 1.395
C -4.881 -3.754 2.577
C -5.068 -2.226 2.619
O -2.385 -4.712 -0.429
C -2.921 -5.718 -1.345
C -4.289 -5.184 -1.926
H 0.520 -3.808 2.900
H 0.305 -5.065 1.691
H 1.597 -3.924 1.464
H 0.087 -2.167 1.107
H -0.143 -3.304 -0.125
H -5.840 -4.265 2.660
H -4.290 -4.160 3.398
H -5.633 -2.136 3.547
H -4.178 -1.599 2.668
H -5.712 -1.848 1.825
H -2.203 -5.893 -2.146
H -3.135 -6.693 -0.907
H -4.781 -5.939 -2.539
H -4.997 -4.726 -1.235
H -3.945 -4.485 -2.688
*
```

Values from the calculation:
HOMO: -7.13 eV
strongest force on any atom: 8.43 eV/A
gap between HOMO and LUMO: 0.17204 Eh

---

Molecular formula: C6H15IN2O
Method: DFT, ωB97M-V/def2-TZVPD

```
! RIJCOSX wB97M-V def2-TZVPD def2/J DEFGRID3
* xyz 2 1
C 1.144 2.386 -2.986
C 1.735 2.761 -1.644
C 1.538 1.252 -2.066
C -1.055 -0.517 0.103
C -1.304 -1.931 0.526
C 0.386 -0.097 -0.338
N -1.949 -2.018 1.881
N 0.529 0.630 -1.390
O 0.062 -1.021 3.377
I 1.963 -0.769 0.799
H 0.112 2.547 -3.233
H 1.754 2.476 -3.855
H 2.760 2.973 -1.427
H 1.120 3.185 -0.881
H 2.294 0.519 -2.330
H -1.423 -0.139 -0.840
H -1.343 0.149 0.918
H -0.334 -2.447 0.546
H -2.035 -2.500 -0.120
H -2.115 -2.914 2.265
H -2.798 -1.363 1.988
H -1.157 -1.594 2.671
H 0.489 -1.818 3.454
H -0.379 0.907 -1.686
H 0.006 -0.658 4.269
*
```

Values from the calculation:
HOMO: -16.89 eV
strongest force on any atom: 5.03 eV/A
gap between HOMO and LUMO: 0.34006 Eh

---

Molecular formula: C6H15IN4OS
Method: DFT, ωB97M-V/def2-TZVPD

```
! RIJCOSX wB97M-V def2-TZVPD def2/J DEFGRID3
* xyz 0 1
C 0.083 -0.475 0.982
C -1.402 -0.371 -1.675
C 0.325 0.454 -0.211
C 2.307 1.718 0.769
C 0.609 2.920 -0.573
C 0.868 1.747 0.335
N -1.458 -3.556 -0.817
N 0.023 -1.827 0.440
N -0.927 0.678 -0.851
N 0.192 -2.856 1.397
O -2.653 -1.789 0.631
S -1.573 -2.133 -0.258
I -2.495 1.519 0.230
H 0.941 -0.504 1.660
H -0.838 -0.252 1.401
H -2.404 -0.456 -2.195
H -0.555 -0.891 -2.348
H 0.944 0.084 -0.920
H 2.830 1.403 -0.079
H 2.656 0.942 1.400
H 2.548 2.639 1.048
H 0.740 2.618 -1.563
H 1.455 3.671 -0.589
H -0.443 3.372 -0.479
H 0.352 2.020 1.202
H -2.150 -3.758 -1.472
H -0.605 -3.361 1.737
H 0.633 -3.556 0.797
*
```

Values from the calculation:
HOMO: -8.13 eV
strongest force on any atom: 4.72 eV/A
gap between HOMO and LUMO: 0.27901 Eh

---

Molecular formula: C6H15N
Method: DFT, ωB97M-V/def2-TZVPD

```
! RIJCOSX wB97M-V def2-TZVPD def2/J DEFGRID3
* xyz -1 2
C -0.828 0.929 1.318
C -0.816 2.373 2.057
C 0.698 0.631 0.833
N 0.950 -0.566 0.093
C 1.434 -1.489 -2.071
C 0.394 -0.696 -1.258
C -0.915 -1.463 -1.220
H -1.014 0.289 2.276
H -1.666 0.784 0.661
H -0.637 2.170 3.087
H -0.088 3.065 1.710
H -1.921 2.834 1.963
H 1.308 0.629 1.769
H 0.800 1.395 0.098
H 0.897 -1.413 0.529
H 0.893 -1.742 -2.964
H 2.285 -0.942 -2.223
H 1.776 -2.255 -1.364
H 0.171 0.360 -1.611
H -1.284 -1.440 -2.273
H -0.781 -2.480 -0.830
H -1.655 -0.974 -0.579
*
```

Values from the calculation:
HOMO (alpha / beta): 1.54 / -4.69 eV
expectation value of S²: 0.750
strongest force on any atom: 4.33 eV/A
gap between HOMO and LUMO (alpha / beta): 0.08638 / 0.31549 Eh

---

What is the strongest force on any atom in the third record?
8.43 eV/A

---

strongest force on any atom of number 4 (C6H15IN2O)?
5.03 eV/A

---

strongest force on any atom of number 6 (C6H15N)?
4.33 eV/A